No. 1
The following is a quantum chemistry calculation of an isolated ion of composition C2H4NO3 and charge +1, from the Open Molecules 2025 dataset.

Properties
Energy: -9757.330 eV
Net charge: +1
Orbital gap: 10.155 eV
Energy above the lowest of the compared OMol25 structures with the same formula, charge and spin: 28.1 kcal/mol
HOMO: -17.24 eV

Atoms and positions in Å:
C  0.040  0.240  -0.813
C  -0.265  0.210  1.678
N  0.293  -0.767  -1.911
O  -0.484  -1.143  -2.676
O  1.488  -0.827  -1.799
O  -0.112  -0.335  0.337
H  0.112  1.277  -1.093
H  -0.303  -0.501  2.555
H  -1.229  0.833  1.679
H  0.461  1.013  2.042

***

No. 2
The following is a quantum chemistry calculation of one molecule with the formula C24H31N3O4, from the Open Molecules 2025 dataset.

Properties
Structure (SMILES): COc1ccc(N2CCN([C@@H](CNC(=O)C(C)C)c3ccc4c(c3)OCO4)CC2)cc1
Energy: -38050.995 eV
Orbital gap: 7.925 eV
Energy above the lowest of the compared OMol25 structures with the same formula, charge and spin: 54.2 kcal/mol
HOMO: -7.31 eV

Atoms and positions in Å:
C  5.948  -6.298  -0.674
O  5.983  -4.896  -0.604
C  4.796  -4.215  -0.673
C  4.878  -2.828  -0.586
C  3.745  -2.044  -0.654
C  2.479  -2.618  -0.802
C  2.411  -4.009  -0.877
C  3.544  -4.798  -0.821
H  3.432  -5.870  -0.883
H  1.450  -4.493  -0.962
N  1.303  -1.868  -0.813
C  0.353  -2.085  -1.883
C  -1.039  -1.646  -1.434
N  -0.985  -0.237  -1.106
C  -0.063  -0.043  -0.001
C  1.340  -0.475  -0.432
H  2.017  -0.353  0.414
H  1.680  0.166  -1.263
H  -0.051  1.012  0.273
H  -0.348  -0.640  0.878
C  -2.272  0.417  -0.980
C  -2.154  1.904  -1.266
C  -0.999  2.424  -1.830
C  -0.854  3.779  -2.120
C  -1.916  4.599  -1.830
C  -3.092  4.085  -1.286
C  -3.239  2.751  -0.999
H  -4.172  2.383  -0.607
O  -3.994  5.102  -1.108
C  -3.355  6.270  -1.577
O  -2.050  5.951  -2.007
H  -3.305  7.013  -0.765
H  -3.929  6.691  -2.418
H  0.050  4.169  -2.556
H  -0.194  1.747  -2.062
C  -3.020  0.143  0.357
N  -2.641  1.018  1.437
C  -2.049  0.586  2.574
O  -1.809  -0.584  2.785
C  -1.695  1.716  3.539
C  -0.423  2.405  3.036
H  -0.140  3.207  3.713
H  0.394  1.688  2.990
H  -0.569  2.828  2.043
C  -1.492  1.158  4.944
H  -0.731  0.383  4.924
H  -1.182  1.946  5.626
H  -2.415  0.716  5.312
H  -2.516  2.441  3.546
H  -2.783  2.005  1.292
H  -4.099  0.223  0.188
H  -2.802  -0.875  0.690
H  -2.902  -0.009  -1.774
H  -1.747  -1.800  -2.252
H  -1.347  -2.264  -0.574
H  0.339  -3.137  -2.163
H  0.634  -1.492  -2.770
H  3.858  -0.973  -0.602
H  5.851  -2.377  -0.473
H  5.531  -6.645  -1.626
H  6.984  -6.624  -0.597
H  5.372  -6.729  0.152

***

No. 3
The following is a quantum chemistry calculation of one molecule with the formula C9H8N2, from the Open Molecules 2025 dataset.

Properties
Structure (SMILES): c1ccc(-c2ncc[nH]2)cc1
Energy: -12440.677 eV
Orbital gap: 9.136 eV
Energy above the lowest of the compared OMol25 structures with the same formula, charge and spin: 57.9 kcal/mol
HOMO: -8.34 eV

Atoms and positions in Å:
C  -3.099  -0.140  -0.044
C  -2.409  -1.344  0.046
C  -1.065  -1.416  0.000
C  -0.348  -0.126  -0.038
C  -1.029  1.109  -0.164
C  -2.371  1.080  -0.074
C  1.224  -0.175  -0.032
C  3.239  0.490  0.053
C  3.204  -0.851  -0.124
H  -4.176  0.056  0.085
H  -2.873  -2.164  0.300
H  -0.432  -2.126  0.205
H  -0.478  2.156  -0.136
H  -2.972  2.122  -0.224
H  1.710  1.848  0.261
H  3.921  1.159  0.076
H  4.168  -1.377  -0.143
N  1.917  0.951  0.128
N  1.868  -1.253  -0.174

***

No. 4
The following is a quantum chemistry calculation of a 10-piece molecular cluster, C43H56F9NO35PS overall, from the Open Molecules 2025 dataset.

Properties
Energy: -163237.965 eV
Net charge: -1
Orbital gap: 6.027 eV
HOMO: -4.72 eV

Atoms and positions in Å:
C  4.401  -0.322  1.921
C  4.492  -0.529  0.608
C  4.643  0.598  -0.365
O  5.695  0.812  -0.893
O  3.549  1.339  -0.549
C  3.790  2.647  -1.101
C  2.619  3.547  -0.704
C  1.323  3.206  -1.478
C  0.286  2.398  -0.667
C  -1.063  2.332  -1.401
C  -2.256  2.924  -0.617
N  -2.467  2.335  0.729
C  -3.795  1.675  0.821
C  -3.858  0.488  -0.174
C  -2.666  -0.492  -0.161
C  -2.665  -1.309  -1.471
O  -2.363  -2.694  -1.326
O  -4.754  2.683  0.487
C  -6.013  2.218  0.046
C  -7.007  3.389  0.112
C  -4.136  1.066  2.263
O  -5.123  1.562  2.823
O  -3.430  0.109  2.607
P  -2.053  3.291  2.053
O  -3.373  3.999  2.622
O  -1.204  4.542  1.456
S  -1.000  2.397  3.423
H  4.490  -1.153  2.618
H  4.195  0.661  2.341
H  4.425  -1.531  0.195
H  3.823  2.623  -2.197
H  4.750  3.013  -0.732
H  2.912  4.589  -0.892
H  2.457  3.463  0.377
H  1.588  2.668  -2.397
H  0.861  4.151  -1.798
H  0.704  1.397  -0.493
H  0.194  2.859  0.318
H  -1.315  1.313  -1.724
H  -0.999  2.929  -2.323
H  -3.156  2.747  -1.214
H  -2.131  4.009  -0.586
H  -4.748  -0.112  0.053
H  -3.951  0.883  -1.197
H  -1.716  0.025  -0.007
H  -2.789  -1.173  0.685
H  -3.675  -1.241  -1.911
H  -1.964  -0.890  -2.205
H  -2.255  -2.936  -0.397
H  -5.970  1.845  -0.988
H  -6.366  1.437  0.729
H  -6.492  4.330  -0.071
H  -7.500  3.409  1.089
H  -7.792  3.242  -0.643
H  -3.513  3.691  3.531
H  -0.369  4.534  1.952
C  7.098  -4.099  -0.908
C  6.547  -4.633  -2.211
O  5.181  -4.857  -1.887
C  4.848  -3.999  -0.881
O  3.753  -3.713  -0.536
O  5.964  -3.460  -0.336
F  7.127  -5.797  -2.584
H  7.429  -4.903  -0.249
H  7.910  -3.389  -1.049
H  6.596  -3.931  -3.045
C  -5.065  6.898  0.187
C  -6.411  7.430  0.620
O  -6.751  8.303  -0.446
C  -6.122  7.850  -1.569
O  -6.378  8.206  -2.671
O  -5.179  6.941  -1.243
F  -6.345  8.143  1.771
H  -4.257  7.557  0.506
H  -4.866  5.888  0.537
H  -7.186  6.669  0.721
C  -0.130  -6.326  0.122
C  -0.341  -6.708  1.571
O  -0.591  -5.462  2.184
C  -1.121  -4.633  1.237
O  -1.670  -3.608  1.462
O  -0.950  -5.165  0.005
F  0.763  -7.272  2.125
H  0.910  -6.058  -0.064
H  -0.446  -7.089  -0.584
H  -1.193  -7.369  1.746
C  -3.212  -3.898  -4.532
C  -3.213  -3.310  -5.923
O  -1.875  -3.506  -6.342
C  -1.389  -4.592  -5.670
O  -0.397  -5.171  -5.966
O  -2.207  -4.916  -4.650
F  -3.495  -1.983  -5.932
H  -2.904  -3.168  -3.781
H  -4.166  -4.323  -4.239
H  -3.881  -3.809  -6.628
C  5.952  5.226  2.906
C  5.827  4.579  1.546
O  4.638  3.822  1.666
C  3.847  4.452  2.594
O  2.694  4.244  2.747
O  4.578  5.357  3.288
F  6.862  3.741  1.278
H  6.472  4.575  3.609
H  6.435  6.192  2.884
H  5.722  5.282  0.717
C  -7.329  -5.922  -1.571
C  -7.353  -5.320  -2.959
O  -6.014  -5.501  -3.394
C  -5.515  -6.593  -2.741
O  -4.527  -7.167  -3.051
O  -6.319  -6.930  -1.713
F  -7.642  -3.998  -2.945
H  -7.016  -5.192  -0.825
H  -8.270  -6.370  -1.268
H  -8.025  -5.819  -3.660
C  -6.054  -10.441  -0.086
C  -6.335  -10.811  1.354
O  -6.694  -9.566  1.923
C  -7.206  -8.786  0.928
O  -7.818  -7.786  1.095
O  -6.929  -9.329  -0.277
F  -5.242  -11.297  1.988
H  -5.020  -10.116  -0.215
H  -6.279  -11.233  -0.794
H  -7.159  -11.514  1.489
C  9.285  9.980  3.478
C  7.924  9.839  2.829
O  7.727  8.436  2.853
C  8.438  7.930  3.902
O  8.299  6.841  4.346
O  9.311  8.854  4.361
F  7.917  10.271  1.547
H  10.081  9.882  2.738
H  9.410  10.904  4.033
H  7.109  10.322  3.369
C  8.292  -0.179  2.204
C  8.356  -0.565  0.746
O  9.390  -1.546  0.733
C  9.407  -2.132  1.965
O  9.964  -3.148  2.218
O  8.692  -1.398  2.845
F  8.721  0.469  -0.044
H  9.010  0.609  2.433
H  7.299  0.121  2.527
H  7.432  -1.004  0.364